{"formula": "C4H5ClFNO", "method": "wB97M-V/def2-TZVPD", "e_homo_ev": -10.22, "smiles": "O=C[C@]1([C@H](F)Cl)CN1", "lumo_ev": 0.7, "e_above_lowest_ev": 1.068, "symbols": ["C", "C", "C", "C", "H", "H", "H", "H", "H", "N", "O", "F", "Cl"], "xyz": [[1.25213, 0.02644, -0.53714], [-0.11579, 0.13333, 0.09056], [-1.06455, -1.00162, -0.09420], [-0.67090, 1.51992, 0.16128], [1.29898, 0.55139, -1.50425], [-0.70116, -1.81010, -0.68976], [-2.13242, -0.75712, -0.14663], [0.29905, -1.37315, 1.38640], [-1.51157, 1.58409, 0.86812], [-0.46697, -0.74273, 1.19527], [-0.25817, 2.43743, -0.50787], [1.57115, -1.29185, -0.74536], [2.50022, 0.72397, 0.52359]], "atomic_forces_ev_per_a": [[-0.046, 0.204, -0.461], [0.464, 0.181, -0.183], [-0.729, 0.660, 0.105], [0.320, 0.003, -0.431], [0.018, -0.150, 0.478], [0.021, -0.428, -0.253], [0.421, -0.272, -0.085], [0.157, -0.172, 0.043], [-0.164, 0.308, 0.068], [-0.057, 0.183, 0.282], [-0.322, -0.451, 0.463], [0.024, -0.042, 0.017], [-0.107, -0.024, -0.043]], "nbo_charge": [0.209, -0.122, -0.220, 0.449, 0.210, 0.221, 0.206, 0.372, 0.128, -0.556, -0.507, -0.348, -0.043]}